No. 1
Here is the molecule CH2INS in a non-equilibrium geometry from the OMol25 dataset. Energies are from ωB97M-V with the def2-TZVPD basis set.

Results
- <S²> = 2.025
- spin multiplicity = 3
- E_HOMO (alpha / beta) (eV) = -7.505 / -8.678
- energy above the lowest of the compared OMol25 structures with the same formula, charge and spin (kcal per mole) = 0.0
- E (a.u.) = -789.78530
- HOMO-LUMO gap (alpha / beta) (eV) = 7.46 / 6.27

Each line ends with the Löwdin charge.
Cartesian coordinates (Å):
C (-1.1607, -0.2743, 0.0723)  -0.24
N (-0.2532, -1.0730, -0.2091)  -0.34
S (2.6685, 1.8312, -0.0665)  -0.23
I (1.9409, -0.3497, -0.0149)  0.69
H (-0.9987, 0.7287, 0.1847)  0.01
H (-2.1969, -0.8629, 0.0335)  0.11

---

No. 2
Here is the molecule C26H29N7O4S in a non-equilibrium geometry from the OMol25 dataset. Energies are from ωB97M-V with the def2-TZVPD basis set.

Results
- SMILES = CCCCN(C(=O)CSc1nncn1-c1ccccc1OC)c1c(N)n(Cc2ccccc2)c(=O)[nH]c1=O
- E_HOMO (eV) = -8.064
- energy above the lowest of the compared OMol25 structures with the same formula, charge and spin (kcal per mole) = 10.5
- E (a.u.) = -2090.68739
- HOMO-LUMO gap (eV) = 8.62

Each line ends with the Löwdin charge.
Cartesian coordinates (Å):
C (-0.2308, 3.0045, 5.1222)  -0.11
C (-0.4047, 2.6119, 3.6603)  -0.27
C (0.9419, 2.3321, 2.9945)  -0.17
C (0.8235, 1.9452, 1.5165)  -0.12
N (0.7069, 0.5077, 1.3140)  -0.01
C (1.7102, -0.1490, 0.6965)  -0.53
O (2.7008, 0.4034, 0.2611)  0.04
C (1.4851, -1.6412, 0.5048)  -0.33
H (0.4409, -1.9260, 0.6128)  0.08
H (2.1018, -2.2030, 1.2052)  0.10
S (2.0504, -2.1014, -1.1606)  1.06
C (1.2937, -0.8067, -2.0220)  -0.57
N (0.2358, -0.1368, -1.6372)  0.00
N (0.0011, 0.8250, -2.5514)  0.04
C (0.9124, 0.7336, -3.4672)  -0.13
N (1.7713, -0.2904, -3.1941)  0.03
C (2.9146, -0.6657, -3.9179)  -0.14
C (3.8102, 0.3032, -4.3391)  0.00
C (4.9460, -0.0616, -5.0398)  -0.08
C (5.1834, -1.3972, -5.3077)  -0.07
C (4.2910, -2.3727, -4.8954)  -0.01
C (3.1382, -2.0222, -4.2037)  -0.23
O (2.1726, -2.8838, -3.7940)  -0.16
C (2.4031, -4.2676, -3.9192)  -0.08
H (1.5441, -4.7472, -3.4542)  0.10
H (3.3129, -4.5665, -3.3924)  0.10
H (2.4650, -4.5680, -4.9697)  0.10
H (4.4961, -3.4066, -5.1207)  0.11
H (6.0722, -1.6908, -5.8449)  0.11
H (5.6445, 0.6937, -5.3629)  0.10
H (3.6195, 1.3374, -4.0957)  0.12
H (0.9841, 1.3559, -4.3344)  0.13
C (-0.4076, -0.1359, 1.9111)  -0.15
C (-1.6606, 0.0153, 1.3489)  -0.21
N (-1.8070, 0.6530, 0.1739)  0.22
H (-2.7110, 0.7032, -0.2599)  0.09
H (-1.0064, 0.6267, -0.4576)  0.06
N (-2.7718, -0.4491, 2.0154)  0.06
C (-2.6811, -1.1276, 3.2243)  -0.48
O (-3.6605, -1.5161, 3.8204)  0.08
N (-1.4128, -1.3403, 3.6756)  0.22
C (-0.2119, -0.8761, 3.1212)  -0.43
O (0.8450, -1.1292, 3.6642)  0.08
H (-1.3347, -1.8543, 4.5457)  0.17
C (-4.1100, -0.1831, 1.5057)  -0.08
C (-4.4138, 1.2932, 1.4679)  -0.22
C (-4.1079, 2.0890, 2.5648)  -0.03
C (-4.3699, 3.4461, 2.5388)  -0.07
C (-4.9503, 4.0205, 1.4201)  -0.09
C (-5.2695, 3.2316, 0.3289)  -0.08
C (-4.9975, 1.8746, 0.3504)  -0.06
H (-5.2507, 1.2635, -0.5056)  0.11
H (-5.7271, 3.6726, -0.5440)  0.10
H (-5.1568, 5.0799, 1.4006)  0.10
H (-4.1245, 4.0558, 3.3954)  0.11
H (-3.6681, 1.6400, 3.4431)  0.12
H (-4.2315, -0.6407, 0.5181)  0.13
H (-4.7903, -0.6859, 2.2023)  0.13
H (1.7236, 2.2434, 0.9758)  0.12
H (-0.0448, 2.4346, 1.0641)  0.12
H (1.5591, 3.2292, 3.0722)  0.11
H (1.4555, 1.5295, 3.5264)  0.12
H (-0.9135, 3.4158, 3.1214)  0.11
H (-1.0376, 1.7251, 3.6031)  0.08
H (-1.1953, 3.2002, 5.5857)  0.06
H (0.2586, 2.2031, 5.6709)  0.07
H (0.3801, 3.9004, 5.2078)  0.07

---

No. 3
Here is a cluster of 2 separate species, C3H12N2OSi in total in a non-equilibrium geometry from the OMol25 dataset. Energies are from ωB97M-V with the def2-TZVPD basis set.

Results
- <S²> = 2.008
- spin multiplicity = 3
- E_HOMO (alpha / beta) (eV) = -8.939 / -9.644
- E (a.u.) = -595.62550
- HOMO-LUMO gap (alpha / beta) (eV) = 9.74 / 8.52

Each line ends with the Löwdin charge.
Cartesian coordinates (Å):
C (2.2519, -0.7152, 0.8420)  -0.16
C (-0.7336, -1.0887, 0.0356)  -0.22
C (0.3310, 1.8274, 0.4630)  -0.14
N (1.2134, -0.0141, -1.8210)  -0.06
N (-3.4453, 0.0636, -0.2568)  -0.05
O (-4.0947, -0.9113, 0.0954)  -0.04
Si (0.7634, 0.0209, -0.1372)  0.48
H (2.0908, -1.6894, 0.9770)  -0.04
H (3.1209, -0.4279, 0.3143)  0.00
H (2.3478, -0.3512, 1.9164)  0.05
H (-1.6619, -0.7603, -0.5118)  -0.01
H (-0.7998, -2.1163, -0.5077)  0.08
H (-1.1182, -1.4210, 0.9727)  0.01
H (0.1840, 2.5245, -0.3384)  0.02
H (-0.5810, 1.9173, 0.9198)  -0.02
H (1.0176, 2.1637, 1.1141)  -0.03
H (1.4548, 0.8706, -2.1605)  0.00
H (0.4756, -0.4078, -2.3616)  0.01
H (-2.8167, 0.5155, 0.4446)  0.10

---

No. 4
Here is a structure of composition C11H34N2O5Pd in a non-equilibrium geometry from the OMol25 dataset. Energies are from ωB97M-V with the def2-TZVPD basis set.

Results
- <S²> = 2.007
- spin multiplicity = 3
- charge = +2
- E_HOMO (alpha / beta) (eV) = -13.900 / -13.889
- E (a.u.) = -1052.16403
- HOMO-LUMO gap (alpha / beta) (eV) = 5.50 / 2.32

Each line ends with the Löwdin charge.
Cartesian coordinates (Å):
Pd (0.1845, 0.0063, -0.7090)  0.94
C (4.7645, -2.7124, -2.8457)  -0.23
O (4.1802, -1.5188, -2.6187)  -0.11
H (4.6629, -3.0604, -3.8737)  0.08
H (5.8410, -2.5562, -2.7757)  0.09
H (4.4089, -3.5115, -2.1952)  0.08
H (4.6879, -0.9199, -3.1710)  0.09
C (-0.3623, 3.0739, -5.4132)  -0.15
O (0.1040, 3.0342, -4.0571)  -0.15
H (-1.2896, 3.6467, -5.4054)  0.08
H (0.4461, 3.4559, -6.0366)  0.08
H (-0.6280, 2.1270, -5.8831)  0.07
H (0.3639, 3.9172, -3.7845)  0.07
C (-3.3685, -1.9556, -4.2266)  -0.17
O (-2.0120, -2.0920, -3.8746)  -0.14
H (-3.8695, -2.9227, -4.2678)  0.08
H (-3.7727, -1.3989, -3.3811)  0.07
H (-3.5379, -1.3744, -5.1330)  0.09
H (-1.7469, -2.8122, -4.4515)  0.07
C (-0.6394, 5.8824, 2.3572)  -0.06
C (0.1499, 4.7558, 1.6558)  -0.43
C (1.6641, 4.4651, 2.1415)  -0.15
O (2.2871, 3.3361, 1.4482)  -0.23
C (3.6534, 3.1361, 1.8587)  -0.10
N (-0.6222, 3.5586, 1.5927)  0.02
H (-0.9155, 5.7604, 3.4046)  0.08
H (-1.5066, 6.1844, 1.7699)  0.08
H (0.0620, 6.7007, 2.5204)  0.08
H (0.2859, 5.1274, 0.6401)  0.13
H (1.5811, 4.2353, 3.2038)  0.12
H (2.1917, 5.4173, 2.0864)  0.12
H (3.6674, 2.5747, 2.7929)  0.08
H (4.1667, 4.0937, 1.9457)  0.09
H (4.1703, 2.5305, 1.1142)  0.08
H (-1.4819, 3.8127, 1.1274)  0.07
H (-1.0215, 3.4987, 2.5184)  0.07
C (-0.1969, -5.5273, 2.8400)  0.00
C (-0.7165, -4.3521, 2.0298)  -0.34
C (-2.0766, -3.8730, 2.4672)  -0.21
O (-2.5334, -2.8095, 1.6685)  -0.10
C (-3.9821, -2.7280, 1.9060)  -0.02
N (0.2415, -3.2217, 2.0983)  0.29
H (-0.5371, -5.4171, 3.8697)  0.10
H (0.8726, -5.7308, 2.7852)  0.10
H (-0.6440, -6.4873, 2.5823)  0.11
H (-0.8773, -4.6907, 1.0063)  0.16
H (-2.0375, -3.4615, 3.4758)  0.15
H (-2.7444, -4.7278, 2.3609)  0.15
H (-4.5113, -3.6403, 1.6308)  0.11
H (-4.4582, -1.8883, 1.3997)  0.10
H (-4.2248, -2.5149, 2.9470)  0.11
H (1.1699, -3.5235, 1.8392)  0.13
H (0.5072, -2.9023, 3.0189)  0.14

---

No. 5
Here is a cluster of 2 separate species, C4H8O2 in total from the OMol25 dataset. Energies are from ωB97M-V with the def2-TZVPD basis set.

Results
- SMILES = C=CC=O.CO
- E_HOMO (eV) = -10.130
- energy above the lowest of the compared OMol25 structures with the same formula, charge and spin (kcal per mole) = 53.1
- E (a.u.) = -307.62776
- HOMO-LUMO gap (eV) = 10.30

Each line ends with the Löwdin charge.
Cartesian coordinates (Å):
C (-0.2524, 0.1428, -2.2462)  -0.16
O (0.2440, 1.0885, -1.3273)  -0.14
C (-0.8031, 0.5603, 1.0600)  0.02
C (0.3191, 0.2174, 1.6962)  -0.14
C (0.7439, -1.1948, 1.7439)  -0.30
O (1.7235, -1.5971, 2.3284)  0.04
H (0.5518, -0.4467, -2.7045)  0.08
H (-0.7611, 0.7083, -3.0296)  0.08
H (-0.9830, -0.5519, -1.7984)  0.07
H (-1.4164, -0.1907, 0.5620)  0.07
H (-1.1507, 1.5852, 0.9895)  0.08
H (0.9549, 0.9470, 2.1917)  0.12
H (0.7491, 0.6234, -0.6480)  0.05
H (0.0805, -1.8918, 1.1822)  0.12

---

No. 6
Here is a structure of composition C29H30F5IrO5 in a non-equilibrium geometry from the OMol25 dataset. Energies are from ωB97M-V with the def2-TZVPD basis set.

Results
- <S²> = 8.785
- spin multiplicity = 6
- charge = -1
- E_HOMO (alpha / beta) (eV) = -2.061 / -3.306
- energy above the lowest of the compared OMol25 structures with the same formula, charge and spin (kcal per mole) = 0.0
- E (a.u.) = -2102.56052
- HOMO-LUMO gap (alpha / beta) (eV) = 4.36 / 5.60

Each line ends with the Löwdin charge.
Cartesian coordinates (Å):
C (0.3972, -0.8669, -3.7339)  -0.25
C (0.1952, -1.4841, -2.3483)  -0.08
C (0.0319, 0.6200, -3.6459)  -0.06
C (-0.8419, 0.8214, -2.3893)  -0.20
H (-0.5402, 0.8920, -4.5383)  0.12
H (0.9416, 1.2396, -3.6145)  0.13
C (-0.9243, -0.6846, -1.6917)  -0.17
H (1.1584, -1.4294, -1.8186)  0.13
H (-0.0697, -2.5477, -2.3942)  0.13
C (-1.2328, -1.0942, -0.2289)  -0.26
H (-1.8298, -1.0543, -2.2193)  0.14
H (-1.8930, 0.9839, -2.6780)  0.13
C (-0.4101, 2.1042, -1.7437)  -0.25
C (1.8126, -1.0630, -4.2495)  -0.42
C (-0.4148, -1.5185, -4.8545)  -0.43
O (-0.9835, -0.8898, -5.7386)  0.09
O (2.7918, -1.1760, -3.5277)  0.12
O (1.8642, -1.1247, -5.5880)  -0.03
O (-0.3987, -2.8602, -4.8538)  -0.02
C (-0.9856, -3.3740, -6.0614)  -0.04
H (-0.8879, -4.4546, -5.9820)  0.09
H (-0.4454, -2.9906, -6.9356)  0.10
H (-2.0351, -3.0692, -6.1344)  0.10
C (3.1737, -1.3394, -6.0920)  -0.04
H (3.8561, -0.5692, -5.7259)  0.10
H (3.0689, -1.2876, -7.1712)  0.09
H (3.5387, -2.3220, -5.7822)  0.10
O (-0.4462, -0.6690, 0.8766)  -0.51
H (-1.0785, -2.1756, -0.1804)  0.10
H (-2.3103, -0.9268, -0.0623)  0.10
C (-1.4233, 2.8371, -0.9540)  -0.07
C (1.0058, 2.0824, -1.2603)  -0.06
H (1.7035, 2.7794, -1.7522)  0.08
H (1.4072, 1.0667, -1.4035)  0.08
H (1.0482, 2.3248, -0.1874)  0.06
H (-0.9646, 3.2126, -0.0344)  0.06
H (-2.2132, 2.1277, -0.6804)  0.08
H (-1.9145, 3.6917, -1.4325)  0.07
Ir (-0.3137, -0.5757, 2.7351)  1.43
C (-2.1457, -0.1192, 4.3430)  -0.20
C (-2.4916, -0.2307, 2.9491)  -0.23
C (-2.2237, -1.6032, 2.5598)  -0.24
H (-2.9687, 0.5228, 2.3349)  0.10
C (-1.4986, -2.2266, 3.6390)  -0.22
C (-1.5089, -1.3084, 4.7490)  -0.18
H (-1.1340, -1.5415, 5.7451)  0.10
H (-2.3637, 0.7393, 4.9689)  0.11
H (-2.5561, -2.0885, 1.6616)  0.08
H (-1.1139, -3.2431, 3.6365)  0.10
C (2.1149, 0.3510, 3.0738)  -0.17
C (1.9337, -0.6509, 4.0630)  -0.17
C (1.4803, -1.8529, 3.4432)  -0.20
H (2.1436, -0.5468, 5.1218)  0.09
C (1.3947, -1.5983, 2.0200)  -0.26
C (1.7601, -0.2076, 1.8108)  -0.20
H (1.8443, 0.2759, 0.8504)  0.08
H (2.4676, 1.3642, 3.2248)  0.11
H (1.3190, -2.8232, 3.9137)  0.10
H (1.2060, -2.3445, 1.2588)  0.11
F (0.3000, 0.6361, 6.0012)  0.03
C (0.0384, 1.7121, 5.1993)  -0.24
C (-0.1421, 1.5537, 3.8309)  -0.06
C (-0.1637, 2.7524, 3.1440)  -0.21
F (0.0349, 2.7605, 1.7861)  0.03
C (-0.2806, 4.0134, 3.7505)  -0.14
F (-0.4115, 5.1347, 3.0099)  0.08
C (-0.2165, 4.1109, 5.1391)  -0.15
F (-0.3078, 5.2999, 5.7663)  0.09
C (-0.0298, 2.9412, 5.8689)  -0.15
F (0.0815, 2.9806, 7.2135)  0.08